Entry from the OMol25 dataset: 2 unconnected molecules or ions with the total composition C11H14N2O at a distorted geometry (ωB97M-V/def2-TZVPD).

Results
Max |F|   1.89 eV Å⁻¹
HOMO   -7.7109 eV
Relative energy (zero: lowest compared OMol25 entry of this formula, charge and spin)   0.643 eV
Orbital gap   8.415 eV

The geometry in XYZ format:
```
28
C11H14N2O ωB97M-V/def2-TZVPD
C 2.983 1.698 1.986
C 1.605 1.425 1.454
C 0.971 2.170 0.513
N -0.303 1.665 0.275
C -0.372 0.459 0.914
C -1.279 -0.589 0.733
C -1.205 -1.697 1.555
C -0.229 -1.735 2.564
C 0.821 -0.841 2.564
C 0.756 0.290 1.740
H 3.213 2.734 1.752
H 3.667 0.952 1.575
H 3.015 1.511 3.063
H 1.314 3.039 -0.025
H -0.901 1.918 -0.498
H -2.080 -0.466 0.015
H -1.767 -2.571 1.255
H -0.189 -2.538 3.292
H 1.512 -0.814 3.399
C -2.075 -1.413 -3.193
C -1.371 -0.135 -2.867
N -0.055 -0.139 -3.267
O -1.854 0.874 -2.393
H -2.511 -1.905 -2.322
H -1.566 -2.235 -3.703
H -2.895 -1.275 -3.890
H 0.477 0.656 -2.971
H 0.317 -1.038 -3.518
```